Record 1
C43H55ClMgN3O2P2S as an isolated structure, computed with the ωB97M-V functional and the def2-TZVPD basis.

The geometry in XYZ format:
```
108
Properties=species:S:1:pos:R:3:forces:R:3
Mg 1.072 -0.629 -0.950 0.42 0.44 0.18
C -0.747 2.436 1.739 -0.01 -0.05 -0.01
C -2.009 1.579 1.694 -0.09 0.05 0.04
C -2.258 0.911 3.044 0.01 -0.01 0.01
P -2.015 0.490 0.180 0.02 0.03 -0.04
C -3.850 0.500 -0.198 -0.01 0.02 -0.08
C -4.816 0.301 0.967 0.02 0.01 0.02
C -4.183 1.787 -0.959 -0.01 -0.03 0.01
C -1.717 -1.256 0.664 0.02 0.04 0.02
C -2.647 -2.272 0.410 -0.03 0.00 0.03
C -2.337 -3.614 0.538 0.00 0.00 -0.01
C -3.347 -4.678 0.203 -0.01 -0.01 0.01
C -1.047 -3.956 0.939 0.01 0.01 0.02
C -0.109 -2.979 1.187 -0.07 0.00 -0.02
C -0.418 -1.618 1.054 -0.02 -0.03 -0.09
N 0.605 -0.647 1.187 -0.02 -0.07 -0.04
C 1.142 -0.548 2.448 -0.05 -0.06 0.02
C 0.481 -1.150 3.562 -0.04 0.00 -0.03
C 0.871 -0.974 4.867 -0.01 0.03 -0.02
C 1.971 -0.183 5.199 0.00 0.01 -0.01
C 2.379 0.070 6.625 0.00 0.00 0.01
C 2.663 0.357 4.134 -0.01 -0.04 0.01
C 2.323 0.180 2.786 0.05 0.03 -0.01
P 3.426 0.833 1.494 0.01 0.02 -0.07
C 5.116 0.045 1.758 0.00 0.01 0.00
C 5.338 -1.073 0.742 -0.03 -0.01 0.00
C 5.495 -0.472 3.145 -0.01 0.01 0.00
C 3.818 2.611 1.989 -0.01 0.02 0.00
C 2.531 3.409 2.181 0.00 0.00 0.01
C 4.780 2.929 3.136 0.00 -0.02 -0.02
H -0.804 3.161 2.556 0.01 0.01 0.01
H -0.601 2.977 0.801 0.00 0.00 0.00
H 0.125 1.804 1.900 0.03 0.01 0.00
H -2.849 2.252 1.480 0.00 -0.01 0.00
H -1.334 0.485 3.430 0.03 -0.03 -0.01
H -2.993 0.109 2.993 -0.02 0.00 0.00
H -2.607 1.649 3.774 0.01 0.01 0.00
H -3.995 -0.319 -0.904 0.00 -0.01 0.09
H -4.805 1.164 1.636 0.00 -0.01 0.03
H -4.574 -0.584 1.556 -0.02 0.00 -0.01
H -5.840 0.190 0.595 -0.01 0.01 -0.01
H -4.072 2.669 -0.324 0.03 0.01 0.01
H -5.221 1.768 -1.306 -0.01 0.01 0.01
H -3.531 1.916 -1.824 0.00 0.01 -0.01
H -3.647 -2.021 0.079 0.01 0.00 -0.01
H -4.301 -4.236 -0.085 -0.01 0.00 0.00
H -3.525 -5.343 1.051 0.00 -0.01 0.00
H -2.999 -5.293 -0.630 0.01 0.00 -0.01
H -0.769 -5.002 1.021 0.00 0.00 0.00
H 0.903 -3.243 1.469 0.00 -0.01 -0.01
H -0.403 -1.744 3.380 0.00 -0.02 0.00
H 0.293 -1.453 5.652 0.00 0.00 0.01
H 2.206 -0.809 7.250 0.00 -0.01 0.00
H 1.818 0.898 7.069 0.00 0.00 0.00
H 3.439 0.321 6.691 0.00 0.00 0.00
H 3.549 0.932 4.359 0.04 0.03 0.00
H 5.793 0.868 1.493 0.00 -0.02 -0.02
H 4.733 -1.945 1.000 -0.02 0.00 -0.01
H 6.387 -1.386 0.753 0.00 -0.01 0.00
H 5.076 -0.769 -0.270 0.01 0.01 -0.01
H 4.765 -1.201 3.498 -0.01 -0.01 0.00
H 5.573 0.310 3.899 -0.03 0.02 0.01
H 6.466 -0.974 3.085 0.01 0.01 0.01
H 4.306 2.971 1.072 -0.02 0.00 0.00
H 1.996 3.057 3.066 0.00 0.00 0.01
H 1.850 3.320 1.336 -0.01 -0.02 -0.02
H 2.760 4.469 2.322 -0.01 0.01 0.00
H 4.311 2.775 4.109 0.01 -0.01 0.01
H 5.062 3.985 3.085 -0.01 0.01 0.00
H 5.698 2.344 3.096 0.01 0.00 0.00
C -6.197 -1.800 -5.010 -0.01 0.00 0.00
C -4.757 -1.839 -4.576 0.00 0.02 0.04
C -4.298 -1.027 -3.543 -0.02 -0.02 -0.03
C -2.971 -1.069 -3.144 0.05 0.03 -0.08
C -2.090 -1.928 -3.775 -0.01 0.07 0.06
C -2.520 -2.730 -4.821 -0.02 -0.07 0.04
C -3.850 -2.685 -5.210 0.03 -0.01 -0.01
S -0.394 -1.967 -3.229 -0.16 -0.09 0.03
O 0.352 -2.463 -4.357 0.01 0.03 -0.04
O -0.361 -2.719 -1.992 -0.05 -0.23 -0.07
N -0.048 -0.495 -2.769 0.18 -0.15 0.08
C 0.137 0.543 -3.648 -0.06 0.03 -0.05
C -0.352 0.640 -4.935 0.00 -0.01 0.00
C -0.131 1.794 -5.709 0.00 0.00 -0.01
C 0.572 2.857 -5.224 0.01 0.02 0.00
C 1.110 2.789 -3.916 -0.01 -0.02 0.01
C 1.883 3.828 -3.356 0.00 0.01 0.00
C 2.408 3.674 -2.109 0.02 0.01 0.02
C 2.162 2.477 -1.411 -0.01 -0.04 0.04
N 1.431 1.497 -1.882 -0.04 0.02 0.02
C 0.900 1.638 -3.129 -0.01 0.03 -0.05
H -6.754 -1.045 -4.457 0.00 0.00 0.00
H -6.682 -2.765 -4.844 0.00 0.00 0.00
H -6.283 -1.572 -6.074 0.00 0.00 0.00
H -4.985 -0.344 -3.055 0.00 0.00 0.00
H -2.587 -0.412 -2.373 -0.01 -0.01 -0.01
H -1.806 -3.372 -5.321 0.00 0.00 -0.01
H -4.189 -3.312 -6.027 0.00 0.00 0.00
H -0.903 -0.183 -5.367 0.01 -0.01 0.01
H -0.534 1.827 -6.715 0.00 0.00 0.00
H 0.743 3.745 -5.821 0.00 0.00 -0.01
H 2.057 4.728 -3.935 0.00 0.00 0.00
H 3.017 4.440 -1.646 0.00 0.00 -0.01
H 2.601 2.305 -0.440 0.02 -0.01 0.04
Cl 3.812 -0.839 -2.711 0.02 0.04 0.01
C 2.777 -1.819 -1.526 -0.09 0.00 -0.04
H 3.500 -2.176 -0.797 -0.02 -0.04 0.02
H 2.477 -2.685 -2.120 0.00 0.01 -0.02
```
Positions in Å, forces in eV/Å.

## Properties
Relative energy (zero: lowest compared OMol25 entry of this formula, charge and spin) = 35.1 kJ/mol
E_tot = -101434.1727 eV
M = 799.70 g/mol
Kohn-Sham gap = 6.5425 eV
Net charge = -1

***

Record 2
One molecule with the formula C24H37FN2O2, computed with the ωB97M-V functional and the def2-TZVPD basis.

The geometry in XYZ format:
```
66
Properties=species:S:1:pos:R:3:forces:R:3
C 2.786 5.779 -1.544 0.00 0.00 0.00
C 2.884 4.803 -0.407 0.00 0.00 0.01
C 3.649 3.646 -0.473 0.00 -0.01 0.00
C 3.736 2.766 0.601 -0.01 0.01 0.01
C 4.622 1.557 0.565 0.01 -0.01 -0.02
O 5.400 1.339 1.480 0.00 0.01 0.01
N 4.565 0.743 -0.534 0.01 0.01 0.02
C 5.505 -0.366 -0.544 0.01 0.01 -0.01
C 3.364 0.567 -1.343 -0.01 -0.01 0.00
C 2.501 -0.606 -0.882 0.00 0.00 0.00
C 2.021 -0.453 0.556 0.00 0.00 0.01
C 1.101 -1.583 0.999 0.00 0.00 0.00
C 0.620 -1.420 2.435 -0.01 0.01 0.00
C -0.341 -2.518 2.879 -0.01 0.00 0.01
N -1.556 -2.550 2.080 -0.10 -0.14 0.14
C -2.569 -1.671 2.300 0.17 0.33 -0.24
O -2.484 -0.816 3.168 -0.01 0.00 0.01
C -3.792 -1.757 1.401 -0.01 -0.38 0.04
C -3.611 -1.558 -0.115 -0.02 0.22 0.03
C -2.791 -2.660 -0.795 -0.02 0.00 0.00
C -2.685 -2.476 -2.306 0.01 0.01 0.00
C -4.059 -2.374 -2.951 -0.01 -0.01 0.01
C -4.856 -1.253 -2.301 0.01 0.01 0.00
C -4.994 -1.426 -0.787 0.00 -0.01 0.00
C -5.829 -0.277 -0.223 0.00 0.00 0.00
C 3.057 3.048 1.779 0.00 0.00 -0.01
C 2.268 4.184 1.868 0.00 0.00 0.00
C 2.202 5.028 0.779 0.01 0.00 -0.01
F 1.441 6.140 0.869 -0.01 0.00 0.00
H 1.753 5.892 -1.877 0.00 0.00 0.00
H 3.135 6.767 -1.243 0.00 0.00 0.00
H 3.387 5.443 -2.388 0.00 0.00 0.00
H 4.202 3.434 -1.382 0.00 0.00 0.00
H 6.498 -0.005 -0.291 -0.01 0.00 0.01
H 5.239 -1.139 0.183 -0.01 -0.01 0.00
H 5.517 -0.802 -1.542 0.00 0.00 0.00
H 2.774 1.479 -1.302 0.00 0.00 0.00
H 3.672 0.423 -2.382 0.00 0.00 0.00
H 1.639 -0.676 -1.554 0.00 0.00 0.00
H 3.052 -1.545 -0.992 0.00 0.00 0.00
H 2.882 -0.406 1.231 0.00 0.00 0.00
H 1.496 0.503 0.662 0.00 0.00 0.00
H 0.235 -1.621 0.329 0.00 0.00 0.00
H 1.622 -2.542 0.890 0.00 0.00 0.00
H 1.478 -1.416 3.114 0.00 0.00 0.00
H 0.118 -0.457 2.554 0.00 0.00 0.00
H 0.135 -3.496 2.792 0.00 0.00 0.00
H -0.617 -2.366 3.923 0.00 0.00 0.00
H -1.701 -3.305 1.436 -0.01 -0.01 0.00
H -4.275 -2.730 1.564 0.00 0.00 0.00
H -4.459 -0.998 1.798 -0.01 -0.01 0.00
H -3.086 -0.604 -0.270 0.00 0.00 0.00
H -1.780 -2.679 -0.390 0.01 0.00 0.01
H -3.254 -3.633 -0.579 0.00 0.00 0.00
H -2.124 -1.558 -2.513 0.00 0.00 0.00
H -2.111 -3.299 -2.739 0.00 0.00 0.00
H -3.969 -2.208 -4.026 0.00 0.00 0.00
H -4.594 -3.322 -2.820 0.00 0.00 0.00
H -4.361 -0.293 -2.500 0.00 0.00 0.00
H -5.852 -1.185 -2.745 0.00 0.00 0.00
H -5.532 -2.369 -0.609 0.00 0.00 0.00
H -5.254 0.653 -0.230 0.00 0.00 0.00
H -6.717 -0.122 -0.837 0.00 0.00 0.00
H -6.168 -0.455 0.796 0.00 0.00 0.00
H 3.154 2.377 2.621 0.00 0.00 0.00
H 1.715 4.428 2.765 0.00 0.00 0.00
```
Positions in Å, forces in eV/Å.

## Properties
Relative energy (zero: lowest compared OMol25 entry of this formula, charge and spin) = 37.4 kJ/mol
E_tot = -35283.2412 eV
M = 404.57 g/mol
Kohn-Sham gap = 9.6694 eV
Net charge = 0
SMILES string = Cc1cc(C(=O)N(C)CCCCCCNC(=O)C[C@H]2CCCC[C@@H]2C)ccc1F

***

Record 3
A 7-piece molecular cluster, C53H45Cl13N2O2 overall, computed with the ωB97M-V functional and the def2-TZVPD basis.

The geometry in XYZ format:
```
115
Properties=species:S:1:pos:R:3:forces:R:3
C -3.284 -5.089 -3.756 -0.15 -0.75 0.87
C -2.285 -5.699 -4.855 -0.75 0.86 0.31
Cl -3.318 -6.426 -6.218 1.42 0.47 1.09
C -1.314 -4.631 -5.564 0.80 -1.48 -0.94
N -0.807 -3.567 -4.614 0.10 1.65 0.76
C 0.140 -3.977 -3.610 -0.09 3.62 1.34
C 0.657 -2.933 -2.580 -3.09 0.59 -2.99
C 0.093 -1.490 -2.693 -1.29 -1.09 -1.50
C 0.514 -0.355 -1.664 0.56 0.72 1.95
C 1.131 -0.848 -0.298 -0.86 4.98 -0.97
C 1.495 0.281 0.721 -1.99 -0.75 -2.83
N 1.278 1.698 0.453 -0.30 -2.90 -2.58
C 1.656 2.641 1.575 -1.26 0.79 0.90
C 0.532 2.472 2.745 -0.42 0.48 -0.06
C -0.980 2.575 2.150 0.10 0.32 0.14
C -2.095 2.352 3.279 -0.25 -1.05 2.96
O -1.857 1.975 4.457 -0.53 2.00 -5.02
O -3.460 2.599 2.884 2.96 -1.41 -0.45
C 0.735 2.139 -0.800 -0.62 -2.69 -1.45
C 0.302 1.164 -1.951 1.74 -1.51 4.19
C -0.909 -1.117 -3.821 1.59 -3.99 0.60
C -1.347 -2.247 -4.786 2.08 1.60 3.17
H -4.341 -4.878 -4.130 1.60 -0.29 0.17
H -2.908 -4.150 -3.227 -0.28 -1.24 -0.83
H -3.390 -5.896 -2.932 0.08 1.38 -1.34
H -1.672 -6.534 -4.375 -0.85 1.11 -0.91
H -0.376 -5.217 -5.902 -1.49 1.01 0.43
H -1.754 -4.177 -6.529 0.50 -0.47 1.92
H 0.473 -5.081 -3.622 -0.64 2.11 -0.05
H 1.405 -3.192 -1.766 -1.13 0.17 -1.51
H 1.283 -1.964 -0.056 -0.27 2.26 -0.27
H 1.950 -0.077 1.742 -1.66 1.85 -2.03
H 2.708 2.368 1.939 -1.60 0.47 -0.61
H 1.591 3.730 1.195 0.38 -2.02 0.42
H 0.703 1.514 3.345 -0.38 1.26 -0.93
H 0.624 3.351 3.479 0.15 -1.35 -1.08
H -1.158 1.828 1.300 0.13 0.84 1.26
H -1.159 3.623 1.689 0.29 -1.61 0.83
H -3.555 2.124 2.015 -0.16 0.92 0.89
H 0.561 3.256 -0.990 0.54 -1.80 0.70
H -0.146 1.555 -2.934 0.96 -0.56 1.90
H -1.277 -0.039 -3.892 0.37 -1.98 -0.13
H -2.102 -1.978 -5.616 1.45 -1.08 1.39
Cl 4.660 -0.967 -6.193 -0.18 -0.02 0.12
C 5.010 -0.282 -4.647 0.14 0.03 -0.06
C 4.055 -0.200 -3.636 0.61 0.37 0.24
Cl 2.440 -0.791 -3.839 0.63 0.00 -0.64
C 4.389 0.371 -2.409 0.23 0.08 -0.02
C 5.674 0.858 -2.191 -0.09 -0.07 -0.10
C 6.629 0.772 -3.199 -0.18 -0.09 -0.08
C 6.297 0.203 -4.424 0.06 0.15 0.36
H 3.649 0.440 -1.618 -0.01 -0.07 -0.13
H 5.930 1.304 -1.236 -0.06 -0.06 -0.10
H 7.632 1.148 -3.030 -0.12 -0.06 -0.06
H 7.047 0.141 -5.206 -0.21 -0.06 0.01
Cl -6.455 -3.246 5.326 -0.02 0.12 -0.13
C -5.025 -2.303 5.546 0.12 -0.04 0.17
C -4.691 -1.247 4.698 0.36 0.05 0.23
Cl -5.686 -0.784 3.363 -0.13 -0.10 -0.05
C -3.520 -0.525 4.918 0.09 -0.25 0.16
C -2.685 -0.853 5.981 -0.13 -0.10 -0.07
C -3.020 -1.902 6.830 -0.14 0.00 -0.15
C -4.188 -2.626 6.612 0.30 0.20 0.03
H -3.253 0.294 4.263 -0.27 -0.18 0.15
H -1.773 -0.288 6.147 -0.15 0.02 -0.05
H -2.372 -2.157 7.662 -0.12 0.00 -0.08
H -4.442 -3.444 7.278 -0.10 0.09 -0.16
Cl 5.449 6.132 -0.469 -0.19 -0.04 -0.01
C 5.374 6.050 1.255 0.17 0.00 0.09
C 4.165 5.975 1.945 0.43 -0.09 0.48
Cl 2.638 5.946 1.133 0.22 0.21 -0.24
C 4.163 5.919 3.338 0.21 -0.04 0.10
C 5.363 5.934 4.041 -0.03 -0.02 -0.16
C 6.570 6.004 3.352 -0.15 -0.01 -0.14
C 6.575 6.062 1.962 -0.04 -0.02 0.36
H 3.225 5.863 3.882 0.04 0.05 -0.17
H 5.357 5.892 5.125 -0.05 0.02 -0.13
H 7.507 6.013 3.898 -0.10 0.02 -0.10
H 7.520 6.117 1.432 -0.20 0.02 -0.07
Cl -4.236 5.957 -0.508 -0.10 0.09 0.06
C -2.978 6.781 0.343 0.24 -0.10 0.01
C -3.202 7.968 1.038 0.09 0.16 0.12
Cl -4.758 8.710 1.119 0.05 -0.19 -0.12
C -2.146 8.594 1.700 0.36 -0.22 -0.05
C -0.872 8.036 1.671 -0.14 -0.03 -0.03
C -0.651 6.848 0.982 -0.24 -0.06 -0.06
C -1.702 6.223 0.319 0.26 0.24 0.27
H -2.312 9.519 2.241 -0.13 -0.13 -0.11
H -0.053 8.526 2.186 -0.12 -0.02 -0.05
H 0.341 6.409 0.960 -0.34 0.14 -0.02
H -1.521 5.297 -0.218 -0.20 0.10 -0.05
Cl -7.745 -6.864 -8.067 -0.15 -0.01 0.02
C -7.841 -6.970 -6.346 0.19 0.00 0.19
C -9.058 -7.045 -5.670 -0.05 -0.02 0.22
Cl -10.573 -7.050 -6.496 0.16 0.02 -0.11
C -9.074 -7.120 -4.278 0.36 0.01 0.16
C -7.882 -7.124 -3.563 -0.04 0.03 -0.14
C -6.667 -7.055 -4.237 -0.16 0.05 -0.19
C -6.647 -6.978 -5.626 -0.07 -0.02 0.29
H -10.018 -7.176 -3.745 0.05 0.00 -0.21
H -7.899 -7.181 -2.479 -0.05 -0.01 -0.13
H -5.735 -7.061 -3.681 -0.07 -0.05 -0.08
H -5.696 -6.923 -6.145 -0.46 -0.06 -0.01
Cl 3.328 -1.247 1.880 1.63 -1.09 0.55
C 4.485 -1.561 3.130 0.59 -0.54 0.55
C 5.002 -0.546 3.933 0.12 -0.16 0.10
Cl 4.522 1.106 3.757 -0.15 0.07 -0.15
C 5.937 -0.851 4.918 0.07 -0.29 0.01
C 6.354 -2.166 5.104 -0.16 0.08 -0.16
C 5.833 -3.179 4.306 -0.06 0.16 -0.03
C 4.901 -2.876 3.320 0.12 -0.03 0.12
H 6.346 -0.067 5.546 -0.14 0.00 -0.15
H 7.083 -2.399 5.872 -0.10 0.07 -0.08
H 6.154 -4.205 4.452 -0.07 0.12 -0.06
H 4.500 -3.672 2.700 -0.01 0.17 0.02
```
Positions in Å, forces in eV/Å.

## Properties
E_tot = -225535.7060 eV
M = 1202.84 g/mol
Kohn-Sham gap = 4.1461 eV
Net charge = +2

***

| no. | E_HOMO (eV) |
| --- | --- |
| 1 | -4.15 |
| 2 | -9.07 |
| 3 | -11.80 |